102
Properties=species:S:1:pos:R:3 method="wB97M-V/def2-TZVPD" relative_energy_kj_mol=107.5 charge=+1 homo_energy_ha="-0.41641 / -0.41641" fmax_ha_per_bohr=0.0940 gap_ev="5.84 / 5.85" multiplicity=1 energy_ha=-3749.7613
Ce 0.643 -0.672 0.209
C 0.736 -1.336 4.426
C 1.676 -1.485 3.231
C 3.111 -1.282 3.219
C 3.558 -1.894 2.040
N 2.463 -2.372 1.382
N 1.280 -2.106 2.121
B 2.503 -3.321 0.076
N 1.087 -3.849 -0.130
C 0.786 -5.083 -0.721
C -0.504 -5.062 -1.241
C -0.982 -3.683 -1.039
C -2.258 -3.071 -1.493
N -0.071 -3.042 -0.290
N 3.122 -2.454 -1.072
C 3.940 -2.844 -2.171
C 3.588 -2.220 -3.342
C 2.613 -1.237 -2.954
C 1.874 -0.300 -3.821
N 2.356 -1.370 -1.661
N 3.625 -4.427 0.339
C 4.197 -4.909 1.548
C 4.631 -6.215 1.373
C 4.267 -6.478 -0.008
C 4.615 -7.667 -0.799
N 3.674 -5.468 -0.598
H 1.278 -1.385 5.381
H -0.084 -2.125 4.485
H 0.145 -0.409 4.413
H 3.697 -0.639 3.894
H 4.543 -1.963 1.634
H 1.518 -5.846 -0.884
H -1.124 -5.858 -1.741
H -2.867 -2.687 -0.666
H -2.899 -3.724 -2.037
H -1.980 -2.199 -2.150
H 4.735 -3.524 -1.933
H 4.059 -2.383 -4.312
H 0.946 -0.072 -3.260
H 1.659 -0.695 -4.803
H 2.410 0.638 -4.101
H 4.194 -4.260 2.423
H 5.013 -6.941 2.040
H 5.524 -8.177 -0.405
H 4.696 -7.336 -1.847
H 3.855 -8.412 -0.752
F 5.168 2.743 -2.874
C 4.501 2.446 -1.737
C 3.117 2.455 -1.764
F 2.491 2.766 -2.976
C 2.396 1.903 -0.758
F 1.034 1.485 -1.043
C 2.988 1.281 0.400
O 2.164 0.665 1.254
C 4.412 1.206 0.334
F 5.153 0.455 1.213
C 5.107 1.780 -0.691
F 6.442 1.640 -0.678
C -3.922 4.276 -1.663
C -3.408 3.032 -2.341
C -2.028 3.271 -2.830
C -4.270 2.401 -3.364
O -3.300 2.041 -1.251
Si -2.655 2.020 0.230
S -1.758 0.191 0.579
O -1.558 3.164 0.387
C -1.036 3.822 1.681
C -1.818 5.134 1.673
C 0.410 4.124 1.283
C -1.081 2.942 2.939
O -3.787 2.295 1.328
C -5.194 1.951 1.548
C -5.689 1.033 0.490
C -5.218 1.285 2.934
C -5.872 3.313 1.717
H -4.082 5.208 -2.328
H -3.220 4.586 -0.849
H -4.863 4.077 -1.157
H -1.838 4.100 -3.503
H -1.534 2.370 -3.331
H -1.417 3.535 -1.950
H -4.122 2.890 -4.328
H -5.303 2.479 -3.005
H -4.051 1.333 -3.466
H -1.610 5.671 0.739
H -1.534 5.833 2.480
H -2.936 4.980 1.628
H 0.475 4.860 0.396
H 0.964 3.235 1.040
H 0.790 4.595 2.164
H -2.113 2.674 3.208
H -0.503 3.459 3.798
H -0.440 2.019 2.780
H -5.031 0.199 0.377
H -5.855 1.566 -0.494
H -6.644 0.644 0.812
H -4.758 0.279 2.825
H -6.234 1.153 3.291
H -4.644 1.957 3.608
H -5.675 3.980 0.821
H -5.511 3.860 2.627
H -6.947 3.180 1.793

98
Properties=species:S:1:pos:R:3 method="wB97M-V/def2-TZVPD" homo_energy_ha=-0.31768 fmax_ha_per_bohr=0.0753 gap_ev=7.97 multiplicity=1 energy_ha=-2758.4812
C 0.513 -4.037 -1.279
C -0.298 -3.157 -1.144
C -1.124 -1.941 -1.091
C -0.315 -0.779 -0.462
N 1.006 -0.785 -1.210
C 1.921 0.384 -1.328
F 3.109 -0.039 -0.794
C 1.394 1.671 -0.719
C 1.813 1.701 0.760
N 2.010 2.832 -1.414
C 3.405 2.660 -1.831
C 1.873 4.079 -0.719
C 0.527 4.789 -0.736
O 2.823 4.615 -0.212
C -0.147 1.695 -1.004
C -0.359 1.694 -2.515
O -0.285 0.339 -2.999
C -1.040 0.129 -4.180
C -0.566 -1.129 -4.895
O -1.555 -2.119 -4.734
C -1.098 -3.441 -4.585
C -1.331 -3.965 -3.160
O -2.456 -3.343 -2.580
C -2.880 -4.040 -1.417
C -3.883 -3.184 -0.651
C -1.035 0.597 -0.292
C -1.036 0.967 1.236
C -2.200 0.634 2.195
C -1.902 -0.633 2.991
C -1.252 -0.494 4.217
C -0.930 -1.587 5.005
C -1.257 -2.870 4.577
C -1.891 -3.028 3.355
C -2.206 -1.927 2.569
C -2.456 0.690 -0.911
I -3.249 2.716 -0.583
C -3.538 -0.348 -0.537
C -5.010 0.055 -0.695
H 1.139 -4.885 -1.114
H -1.913 -2.169 -0.376
H -1.551 -1.695 -2.064
H -0.096 -1.162 0.534
H 0.809 -1.107 -2.161
H 1.567 -1.534 -0.793
H 2.105 0.540 -2.391
H 1.749 0.715 1.228
H 1.186 2.349 1.366
H 2.844 2.020 0.897
H 3.502 1.912 -2.619
H 3.775 3.592 -2.248
H 4.092 2.386 -1.025
H 0.009 4.567 -1.672
H 0.737 5.853 -0.705
H -0.072 4.487 0.123
H -0.483 2.667 -0.662
H -1.352 2.099 -2.727
H 0.348 2.319 -3.058
H -2.096 -0.040 -3.932
H -1.000 0.996 -4.843
H -0.405 -0.926 -5.958
H 0.394 -1.427 -4.459
H -0.031 -3.537 -4.802
H -1.628 -4.089 -5.288
H -1.489 -5.049 -3.205
H -0.435 -3.795 -2.544
H -2.005 -4.233 -0.783
H -3.313 -5.006 -1.695
H -3.365 -2.610 0.120
H -4.632 -3.804 -0.163
H -4.363 -2.484 -1.335
H -0.860 2.038 1.305
H -0.168 0.535 1.725
H -2.191 1.427 2.946
H -3.207 0.655 1.790
H -0.984 0.496 4.572
H -0.438 -1.444 5.958
H -1.016 -3.711 5.213
H -2.149 -4.029 3.033
H -2.701 -2.108 1.623
H -2.430 0.652 -1.994
H -3.420 -1.184 -1.230
H -3.426 -0.767 0.455
H -5.387 0.627 0.150
H -5.583 -0.878 -0.704
H -5.216 0.544 -1.645
B 5.400 2.377 4.394
O 4.102 1.797 3.973
C 3.118 2.504 4.498
O 1.947 2.291 4.330
C 3.731 3.637 5.336
O 3.119 4.467 5.943
O 5.049 3.530 5.250
O 6.217 1.387 5.113
C 7.365 1.212 4.465
O 8.247 0.469 4.781
C 7.349 2.125 3.226
O 8.214 2.217 2.405
O 6.194 2.782 3.221

90
Properties=species:S:1:pos:R:3 method="wB97M-V/def2-TZVPD" relative_energy_kj_mol=4.9 charge=+1 homo_energy_ha="-0.34896 / -0.36879" fmax_ha_per_bohr=0.0211 gap_ev="7.55 / 4.81" multiplicity=5 energy_ha=-2789.4209
Os -0.084 0.341 -0.481
C 3.347 -1.139 2.571
C 2.440 -0.181 1.800
C 2.940 1.264 1.862
P 2.020 -0.665 0.075
C 3.469 -0.551 -1.033
C 3.705 0.906 -1.464
C 4.789 -1.133 -0.519
C 1.464 -2.389 0.221
C 2.181 -3.544 -0.048
C 1.603 -4.805 0.068
C 2.386 -6.050 -0.238
C 0.266 -4.884 0.466
C -0.471 -3.750 0.733
C 0.125 -2.493 0.615
N -0.597 -1.288 0.735
C -1.642 -1.175 1.648
C -1.778 -2.037 2.752
C -2.859 -1.915 3.596
C -3.849 -0.950 3.386
C -5.036 -0.852 4.300
C -3.674 -0.063 2.327
C -2.581 -0.136 1.478
P -2.215 1.115 0.210
C -1.944 2.695 1.119
C -0.913 2.491 2.230
C -3.195 3.388 1.653
C -3.726 1.367 -0.785
C -3.395 2.350 -1.912
C -4.335 0.076 -1.324
H 3.331 -0.877 3.631
H 4.382 -1.075 2.239
H 3.022 -2.177 2.484
H 1.446 -0.217 2.264
H 3.980 1.329 1.538
H 2.897 1.625 2.892
H 2.349 1.941 1.241
H 3.126 -1.119 -1.905
H 4.354 1.415 -0.749
H 2.789 1.484 -1.554
H 4.207 0.921 -2.432
H 5.190 -0.530 0.296
H 5.520 -1.096 -1.330
H 4.732 -2.163 -0.177
H 3.208 -3.481 -0.376
H 3.369 -5.813 -0.642
H 1.861 -6.672 -0.965
H 2.526 -6.652 0.661
H -0.215 -5.853 0.527
H -1.526 -3.830 0.956
H -1.021 -2.781 2.953
H -2.947 -2.588 4.441
H -5.430 -1.839 4.540
H -5.836 -0.262 3.855
H -4.755 -0.376 5.243
H -4.423 0.704 2.164
H -1.481 3.323 0.353
H -1.335 1.918 3.059
H -0.594 3.460 2.618
H -0.019 1.971 1.874
H -3.700 2.788 2.413
H -3.912 3.630 0.869
H -2.910 4.328 2.130
H -4.436 1.827 -0.092
H -2.652 1.918 -2.587
H -3.006 3.301 -1.544
H -4.295 2.561 -2.493
H -3.680 -0.396 -2.054
H -5.275 0.314 -1.825
H -4.551 -0.644 -0.533
N 0.289 -3.160 -3.326
C 0.084 -1.880 -2.905
S -1.302 -1.490 -1.977
N 0.975 -0.995 -3.296
N 0.785 0.236 -2.704
C 1.159 1.209 -3.473
C 1.151 2.594 -3.128
C 1.568 3.526 -4.106
C 1.621 4.865 -3.835
C 1.262 5.318 -2.552
C 0.854 4.440 -1.581
C 0.780 3.058 -1.853
O 0.377 2.256 -0.899
H -0.483 -3.800 -3.266
H 0.957 -3.297 -4.067
H 1.512 0.936 -4.465
H 1.847 3.155 -5.085
H 1.939 5.568 -4.593
H 1.310 6.376 -2.327
H 0.584 4.777 -0.588

87
Properties=species:S:1:pos:R:3 method="wB97M-V/def2-TZVPD" charge=+1 homo_energy_ha=-0.40289 fmax_ha_per_bohr=0.0691 gap_ev=7.26 multiplicity=1 energy_ha=-1907.3474
C -4.168 -3.032 2.931
Si -4.053 -1.306 3.600
C -5.696 -0.665 4.193
C -2.792 -1.207 4.966
O -3.616 -0.326 2.317
C -2.421 0.303 1.885
C -2.164 1.577 2.735
C -3.206 2.146 3.469
C -2.981 3.281 4.255
C -1.721 3.878 4.271
C -0.688 3.341 3.500
C -0.907 2.192 2.730
C -1.294 -0.736 1.869
C -0.265 -0.715 2.812
C 0.743 -1.685 2.759
C 0.676 -2.710 1.820
C -0.413 -2.786 0.945
C -1.415 -1.813 0.988
C -2.732 0.778 0.424
C -3.879 1.809 0.380
C -3.230 3.181 0.217
C -1.802 2.927 -0.289
N -1.594 1.482 -0.188
C -0.538 0.867 -0.736
C 0.587 1.548 -1.219
C 1.689 0.980 -1.860
C 2.836 1.824 -2.121
C 3.669 1.661 -3.255
C 4.809 2.434 -3.459
C 5.143 3.450 -2.554
C 4.310 3.685 -1.449
C 3.182 2.897 -1.236
H -4.432 -3.717 3.750
H -4.944 -3.093 2.156
H -3.217 -3.360 2.493
H -6.086 -1.343 4.965
H -5.610 0.338 4.632
H -6.424 -0.620 3.372
H -3.241 -1.655 5.865
H -1.882 -1.767 4.717
H -2.512 -0.171 5.199
H -4.201 1.693 3.451
H -3.808 3.683 4.842
H -1.547 4.769 4.876
H 0.302 3.800 3.492
H -0.086 1.750 2.158
H -0.256 0.042 3.598
H 1.569 -1.621 3.471
H 1.464 -3.464 1.775
H -0.499 -3.600 0.225
H -2.293 -1.896 0.339
H -2.992 -0.100 -0.191
H -4.452 1.578 -0.526
H -4.559 1.731 1.233
H -3.778 3.805 -0.497
H -3.198 3.719 1.172
H -1.686 3.275 -1.327
H -1.069 3.482 0.318
H -0.562 -0.224 -0.816
H 0.593 2.631 -1.063
H 1.707 -0.096 -2.047
H 3.379 0.901 -3.977
H 5.436 2.241 -4.331
H 6.036 4.056 -2.710
H 4.551 4.489 -0.749
H 2.552 3.082 -0.361
C 5.156 -2.955 -3.730
N 4.063 -2.229 -3.104
C 4.441 -1.425 -1.965
C 2.913 -1.934 -3.776
N 2.168 -0.896 -3.432
N 2.617 -2.783 -4.832
C 2.819 -4.220 -4.695
C 1.586 -2.425 -5.787
H 5.021 -3.033 -4.814
H 6.095 -2.422 -3.536
H 5.253 -3.964 -3.301
H 3.543 -1.040 -1.483
H 4.997 -2.055 -1.262
H 5.079 -0.582 -2.270
H 1.383 -0.811 -4.075
H 3.063 -4.502 -3.665
H 1.894 -4.740 -4.978
H 3.610 -4.578 -5.369
H 1.642 -1.353 -5.997
H 1.755 -2.980 -6.719
H 0.580 -2.674 -5.416

91
Properties=species:S:1:pos:R:3 method="wB97M-V/def2-TZVPD" relative_energy_kj_mol=0.0 charge=+2 homo_energy_ha=-0.46083 fmax_ha_per_bohr=0.0132 gap_ev=7.67 multiplicity=1 energy_ha=-2872.7082
Pt -1.662 0.315 -0.035
C 6.015 2.518 1.558
S 5.151 2.655 -0.021
C 4.979 0.903 -0.486
C 3.539 0.557 -0.847
C 2.600 0.652 0.347
N 1.195 0.463 -0.028
P 0.228 -0.922 0.246
C 0.451 -1.331 1.984
C 0.319 -0.287 2.902
C 0.465 -0.529 4.257
C 0.742 -1.815 4.705
C 0.859 -2.859 3.798
C 0.710 -2.621 2.439
C 0.975 -2.188 -0.783
C 0.388 -2.545 -1.992
C 1.018 -3.451 -2.830
C 2.238 -4.002 -2.460
C 2.832 -3.641 -1.259
C 2.204 -2.735 -0.416
P 0.080 1.610 -0.553
C 0.246 1.966 -2.310
C 0.932 3.069 -2.822
C 1.042 3.243 -4.193
C 0.460 2.331 -5.063
C -0.238 1.240 -4.562
C -0.348 1.062 -3.194
C 0.309 3.117 0.397
C 1.503 3.844 0.324
C 1.666 4.987 1.089
C 0.647 5.421 1.925
C -0.532 4.696 2.021
C -0.695 3.544 1.268
H 6.046 3.516 1.990
H 7.035 2.168 1.416
H 5.483 1.858 2.241
H 5.330 0.290 0.347
H 5.631 0.703 -1.335
H 3.496 -0.453 -1.263
H 3.191 1.229 -1.640
H 2.707 1.626 0.829
H 2.847 -0.093 1.109
H 0.124 0.724 2.555
H 0.367 0.284 4.964
H 0.868 -2.002 5.763
H 1.068 -3.860 4.148
H 0.779 -3.439 1.738
H -0.560 -2.110 -2.282
H 0.563 -3.724 -3.772
H 2.729 -4.714 -3.110
H 3.786 -4.064 -0.976
H 2.674 -2.464 0.521
H 1.369 3.807 -2.167
H 1.579 4.098 -4.582
H 0.541 2.477 -6.131
H -0.701 0.535 -5.238
H -0.897 0.211 -2.803
H 2.326 3.516 -0.298
H 2.597 5.534 1.031
H 0.778 6.319 2.515
H -1.319 5.024 2.687
H -1.598 2.956 1.386
N -3.138 1.845 -0.420
C -4.266 2.241 0.478
C -5.264 1.107 0.680
C -5.083 0.304 1.967
C -3.666 -0.186 2.210
N -3.127 -0.892 1.018
H -2.603 2.685 -0.626
H -3.539 1.571 -1.317
H -4.760 3.101 0.024
H -3.841 2.576 1.425
H -5.214 0.446 -0.192
H -6.273 1.516 0.666
H -5.763 -0.552 1.938
H -5.385 0.903 2.828
H -3.648 -0.850 3.075
H -2.993 0.644 2.437
H -3.884 -1.306 0.482
H -2.552 -1.693 1.283
C -2.834 -5.127 -2.370
N -2.561 -4.031 -1.458
C -1.820 -4.120 -0.329
N -1.307 -5.336 -0.033
O -1.599 -3.136 0.397
H -3.347 -4.735 -3.244
H -3.476 -5.884 -1.916
H -1.907 -5.593 -2.710
H -2.942 -3.121 -1.643
H -1.544 -6.169 -0.539
H -0.820 -5.429 0.840